A structure of composition C29H50CoFN6O6PSeSi2, computed with ωB97M-V/def2-TZVPD.

Its molar mass is 822.79 g mol⁻¹. As for the energy relative to the best compared isomer or geometry (same formula, charge and spin): 0.0 kcal/mol. Its HOMO energy (alpha / beta) is -10.16 / -10.16 eV.

```
! wB97M-V def2-TZVPD RIJCOSX def2/J DEFGRID3
* xyz 1 5
Co 0.12 0.03 0.50
C 0.48 1.03 4.09
Si 0.06 -0.82 3.59
C 1.66 -1.75 3.38
C -0.81 -1.44 5.13
C -0.98 -0.71 2.06
Si -1.76 -2.28 1.42
C -0.44 -3.47 0.83
C -2.89 -1.86 -0.05
C -2.87 -3.15 2.66
H 1.39 1.06 4.70
H -0.35 1.43 4.68
H 1.43 1.71 2.30
H 2.28 -1.67 4.27
H 2.23 -1.43 2.51
H 1.44 -2.82 3.23
H -0.20 -1.26 6.01
H -0.98 -2.52 5.07
H -1.78 -0.96 5.28
H -1.78 0.00 2.34
H 0.45 -2.95 0.45
H -0.83 -4.10 0.03
H -0.12 -4.13 1.64
H -2.41 -1.21 -0.79
H -3.84 -1.43 0.28
H -3.16 -2.77 -0.60
H -2.31 -3.53 3.51
H -3.37 -4.00 2.19
H -3.65 -2.48 3.04
O -0.37 2.51 2.49
N 0.66 1.89 2.96
O 2.25 -1.23 0.05
C 2.69 -0.08 0.20
O 1.91 0.85 0.68
C 4.07 0.30 -0.19
C 4.90 -0.66 -0.74
C 6.19 -0.35 -1.17
C 6.59 0.96 -1.04
O 7.78 1.51 -1.38
C 7.67 2.91 -1.09
O 6.41 3.13 -0.46
C 5.76 1.93 -0.49
C 4.49 1.63 -0.06
H 4.53 -1.68 -0.81
H 6.85 -1.10 -1.59
H 7.72 3.48 -2.02
H 8.47 3.20 -0.40
H 3.85 2.39 0.36
C -2.07 0.28 -3.52
N -1.04 -0.73 -3.76
C -0.98 -1.17 -5.14
P 0.28 -0.83 -2.77
O -0.17 -0.38 -1.40
N 1.58 0.07 -3.23
C 1.75 1.44 -2.76
C 2.24 -0.17 -4.50
N 0.77 -2.38 -2.95
C 2.13 -2.80 -2.60
C -0.17 -3.49 -3.03
H -1.95 1.14 -4.19
H -2.02 0.64 -2.50
H -3.06 -0.16 -3.70
H -0.80 -0.33 -5.82
H -1.93 -1.63 -5.42
H -0.19 -1.90 -5.28
H 1.31 1.56 -1.77
H 1.29 2.16 -3.44
H 2.82 1.66 -2.68
H 2.08 -1.20 -4.83
H 3.31 -0.01 -4.40
H 1.87 0.50 -5.28
H 2.78 -1.95 -2.50
H 2.51 -3.47 -3.38
H 2.12 -3.33 -1.65
H -1.18 -3.13 -3.17
H -0.14 -4.07 -2.10
H 0.09 -4.15 -3.86
F -1.35 2.65 -1.40
C -2.56 4.62 2.16
N -3.08 3.37 1.64
C -2.43 2.46 0.91
Se -0.65 2.62 0.27
N -3.24 1.43 0.67
C -4.46 1.65 1.27
C -5.63 0.89 1.34
C -6.67 1.42 2.06
C -6.57 2.67 2.70
C -5.42 3.43 2.63
C -4.36 2.89 1.91
H -1.57 4.79 1.76
H -2.49 4.57 3.25
H -3.22 5.44 1.87
H -2.96 0.59 0.17
H -5.70 -0.07 0.85
H -7.59 0.87 2.14
H -7.42 3.05 3.25
H -5.34 4.39 3.13
*
```

Results of the Löwdin charge analysis, in e, for atoms 1 through 4: 0.58 -0.17 0.47 -0.15